# 1
111
Properties=species:S:1:pos:R:3:forces:R:3:lowdin_charge:R:1 method="wB97M-V/def2-TZVPD" spin_multiplicity=1 lumo_ev=-1.03 relative_energy_kj_mol=1960.33 max_force_ha_per_bohr=0.1850 smiles="COCCCCCCCCCCC[C@]1(CC(=O)c2ccccc2)OS(=O)(=O)O[C@]1(CC(=O)O)[PH2]=O.C[C@@H]1COC(=O)O1.C[C@@H]1COC(=O)O1.C[C@@H]1COC(=O)O1"
C 4.084 -2.421 0.641 -0.07 0.02 0.89 -0.104
O 4.221 -1.111 -0.072 -2.55 -2.09 0.36 -0.231
C 2.844 -0.842 -0.550 -0.89 0.73 -0.63 -0.251
C 2.349 0.714 -0.334 -0.40 -0.37 -0.77 -0.155
C 2.083 1.471 -1.778 -0.23 0.63 0.02 -0.210
C 1.322 2.917 -1.501 0.45 -0.34 0.74 -0.189
C -0.284 2.654 -1.165 0.33 0.56 0.68 -0.208
C -1.306 3.486 -2.143 -0.47 0.88 0.63 -0.220
C -2.866 2.906 -2.104 0.69 0.69 0.37 -0.203
C -3.217 1.889 -3.348 -0.64 0.17 0.24 -0.192
C -1.890 1.117 -3.926 0.51 -0.58 0.08 -0.199
C -2.205 -0.194 -4.861 -0.25 0.70 -1.14 -0.187
C -3.343 -1.214 -4.268 1.50 0.64 -1.00 -0.111
C -3.064 -1.772 -2.752 -2.21 -1.69 -0.70 -0.340
C -4.520 -2.527 -2.424 -0.26 -1.20 -0.83 -0.046
C -5.713 -1.484 -2.004 -4.01 3.37 -2.62 -0.189
O -6.511 -0.887 -2.927 5.37 -3.89 5.32 -0.036
C -6.088 -1.112 -0.422 -0.58 0.36 3.38 -0.085
C -5.767 0.379 0.217 -1.69 -2.38 2.56 0.000
C -6.161 0.744 1.793 -0.98 -4.65 -1.79 -0.038
C -6.892 -0.443 2.714 1.09 -0.68 -4.18 -0.055
C -7.222 -1.919 2.052 1.92 2.93 -2.25 -0.059
C -6.804 -2.262 0.505 0.91 3.79 1.41 -0.020
O -2.980 -0.838 -1.617 2.08 -1.65 1.16 -0.223
S -2.365 -1.758 -0.313 -0.76 -0.99 9.12 0.843
O -1.308 -1.024 0.567 -2.57 -1.85 -5.13 -0.324
O -3.339 -2.317 0.753 2.17 1.85 -5.08 -0.304
O -1.855 -3.218 -1.094 -0.81 4.32 -0.51 -0.266
C -1.719 -2.736 -2.509 -1.07 -1.96 -0.16 -0.389
C -1.763 -4.206 -3.306 0.04 -0.81 0.58 0.000
C -0.266 -4.794 -3.656 4.37 0.49 -6.44 -0.255
O 0.293 -4.692 -4.892 -4.42 -0.72 8.40 -0.005
O 0.599 -5.459 -2.628 -1.73 3.15 -1.14 -0.034
P -0.002 -1.857 -2.399 3.44 -0.02 -4.69 0.852
O 0.756 -1.748 -3.780 -2.52 -0.11 3.83 -0.457
H 5.138 -2.871 0.950 -2.26 1.22 -0.77 0.102
H 3.467 -3.204 0.013 1.42 1.47 0.98 0.092
H 3.419 -2.181 1.599 1.54 -0.76 -1.75 0.097
H 2.765 -1.091 -1.701 0.34 0.38 2.09 0.120
H 2.063 -1.535 0.000 1.62 1.32 -0.88 0.088
H 1.292 0.659 0.218 2.47 0.35 -0.92 0.106
H 3.159 1.301 0.289 -1.83 -1.17 -1.16 0.134
H 3.088 1.620 -2.374 -1.92 -0.30 1.29 0.123
H 1.363 0.858 -2.479 1.48 0.90 1.35 0.081
H 1.484 3.701 -2.374 -0.49 -1.81 1.67 0.114
H 1.845 3.374 -0.536 -1.19 -0.83 -2.04 0.108
H -0.462 3.051 -0.055 0.23 -0.91 -2.36 0.120
H -0.512 1.488 -1.108 0.42 2.41 -0.36 0.080
H -1.383 4.585 -1.684 0.34 -2.33 -1.02 0.118
H -0.900 3.638 -3.242 -0.81 -0.57 2.26 0.108
H -2.981 2.400 -1.037 0.15 0.76 -2.29 0.105
H -3.583 3.859 -2.083 1.40 -2.26 -0.26 0.116
H -3.747 2.508 -4.216 1.31 -1.34 1.75 0.128
H -4.063 1.142 -2.957 1.95 1.41 -0.93 0.096
H -1.180 0.737 -3.049 -1.65 1.04 -1.68 0.074
H -1.232 1.867 -4.563 -1.43 -1.61 1.33 0.126
H -2.648 0.233 -5.884 0.80 -1.03 2.14 0.127
H -1.204 -0.752 -5.180 -2.09 1.14 1.06 0.115
H -4.384 -0.702 -4.427 1.88 -1.17 1.00 0.130
H -3.340 -2.168 -4.986 0.02 1.90 1.82 0.140
H -4.844 -3.009 -3.458 0.44 0.91 2.34 0.141
H -4.407 -3.377 -1.609 -0.30 1.92 -1.52 0.139
H -5.237 1.224 -0.398 -1.17 -1.98 1.12 0.081
H -5.920 1.795 2.251 -0.52 -2.34 -1.09 0.082
H -7.167 -0.229 3.833 0.58 -0.49 -2.50 0.079
H -7.762 -2.736 2.697 1.23 1.81 -1.43 0.082
H -7.000 -3.322 0.027 0.37 2.43 1.20 0.099
H -2.488 -4.186 -4.236 2.06 0.13 1.63 0.141
H -2.247 -4.988 -2.547 1.08 1.90 -1.45 0.156
H 1.254 -4.751 -2.305 -1.27 -1.45 -0.94 0.112
H 0.835 -2.713 -1.547 -1.39 0.60 -0.19 0.043
H -0.078 -0.587 -1.714 -0.47 -0.97 -0.08 0.008
C 7.666 -5.654 -1.951 -0.46 0.21 -0.07 -0.020
C 8.339 -5.023 -0.749 -0.07 -0.55 -1.37 -0.356
C 9.037 -6.005 0.141 0.68 -0.50 -0.30 -0.117
O 9.092 -5.298 1.368 -0.73 0.67 0.36 0.065
C 7.991 -4.487 1.379 -0.90 1.26 2.06 -0.503
O 7.586 -3.885 2.360 0.88 -1.37 -2.27 0.131
O 7.401 -4.444 0.143 0.28 0.15 1.20 0.073
H 7.120 -4.896 -2.523 0.18 -0.10 0.04 0.090
H 8.405 -6.121 -2.610 -0.05 0.10 0.13 0.092
H 6.933 -6.411 -1.652 0.20 0.06 0.08 0.091
H 9.018 -4.228 -1.081 0.06 -0.13 0.10 0.164
H 10.040 -6.255 -0.215 -0.08 0.10 0.25 0.145
H 8.471 -6.929 0.306 -0.05 0.10 -0.23 0.144
C 0.844 -0.568 3.765 -0.05 -0.09 -0.47 -0.008
C 1.447 0.810 3.952 -0.22 -1.46 0.34 -0.348
C 0.705 1.670 4.927 -0.12 -0.33 0.89 -0.113
O 1.103 2.970 4.530 0.19 0.45 -0.94 0.048
C 1.340 2.893 3.186 0.33 1.68 -1.71 -0.501
O 1.497 3.857 2.454 -0.39 -2.06 1.66 0.123
O 1.373 1.588 2.768 0.01 1.43 0.15 0.068
H 1.392 -1.121 2.994 -0.01 0.06 0.18 0.074
H 0.885 -1.139 4.697 0.06 0.13 -0.10 0.094
H -0.197 -0.511 3.431 0.12 0.10 0.10 0.090
H 2.506 0.716 4.223 -0.10 0.10 0.10 0.166
H 0.989 1.471 5.964 0.01 0.24 -0.14 0.145
H -0.385 1.604 4.831 0.11 -0.22 -0.08 0.146
C 1.401 7.098 5.755 0.17 0.40 0.22 -0.016
C -0.107 7.106 5.609 1.31 -0.57 0.23 -0.356
C -0.593 6.592 4.290 0.23 -0.89 -0.29 -0.115
O -1.879 7.180 4.204 -0.32 0.97 0.41 0.062
C -1.796 8.359 4.891 -1.75 1.95 -0.07 -0.504
O -2.640 9.239 4.858 1.93 -2.03 0.09 0.132
O -0.635 8.423 5.616 -1.09 0.22 -0.51 0.084
H 1.693 7.545 6.710 -0.07 -0.15 -0.10 0.087
H 1.789 6.075 5.717 -0.14 0.11 -0.02 0.087
H 1.886 7.688 4.970 -0.19 -0.15 0.00 0.093
H -0.562 6.561 6.446 -0.05 -0.05 -0.15 0.162
H -0.657 5.501 4.262 -0.14 0.19 -0.08 0.136
H -0.001 6.942 3.436 0.14 -0.06 0.22 0.148

# 2
99
Properties=species:S:1:pos:R:3:forces:R:3:lowdin_charge:R:1 method="wB97M-V/def2-TZVPD" spin_multiplicity=1 lumo_ev=-2.88 relative_energy_kj_mol=325.60 total_charge=+1 max_force_ha_per_bohr=0.0853
C -2.250 1.399 -1.932 -0.15 -0.08 -0.21 -0.351
C -1.798 -0.898 -1.768 0.13 -0.09 0.41 -0.310
C -3.407 1.163 -2.672 0.57 0.30 0.33 -0.057
C -3.056 -1.181 -2.368 -0.49 0.73 -0.52 -0.032
C -3.849 -0.144 -2.851 0.94 -0.58 0.71 -0.049
H -3.939 2.008 -3.071 -0.22 0.12 -0.14 0.106
H -3.356 -2.221 -2.496 0.10 0.36 -0.04 0.112
H -4.775 -0.342 -3.355 -0.30 -0.12 -0.15 0.106
N -1.503 0.407 -1.408 0.02 -0.60 -0.30 -0.003
P -0.916 3.185 -0.174 -0.21 -0.45 0.10 1.059
P 0.184 -2.941 -0.567 1.73 0.58 2.03 1.051
C -1.777 2.854 -1.773 -0.17 -0.21 -0.41 -0.272
H -1.115 3.132 -2.619 -0.34 -0.39 0.49 0.085
H -2.660 3.503 -1.872 0.34 -0.16 0.03 0.069
C -0.902 -2.057 -1.677 -1.70 -0.92 0.60 -0.311
H -1.501 -2.933 -2.014 0.07 0.98 -0.46 0.041
C 0.670 -4.337 -1.803 -0.64 -0.20 0.48 -0.650
C -0.360 -3.580 1.232 -0.78 -0.22 -1.71 -0.683
C 0.691 4.159 -0.571 -0.52 0.10 0.22 -0.687
C -2.319 4.073 0.787 1.17 0.09 -0.49 -0.697
C 2.198 -4.244 -1.851 0.07 -0.23 -0.07 -0.106
H 2.659 -4.474 -0.880 -0.15 0.14 -0.19 0.081
H 2.592 -4.959 -2.586 0.00 0.07 0.03 0.092
H 2.503 -3.233 -2.151 -0.14 -0.52 0.28 0.031
C 0.190 -5.731 -1.395 0.21 -0.30 -0.37 -0.102
H 0.605 -6.077 -0.442 -0.18 0.05 -0.18 0.062
H -0.908 -5.781 -1.373 0.37 -0.01 0.03 0.077
H 0.526 -6.435 -2.175 -0.06 0.03 0.25 0.091
C 0.112 -4.073 -3.214 0.13 0.03 -0.11 -0.124
H 0.646 -4.699 -3.946 -0.05 0.04 0.27 0.098
H -0.957 -4.309 -3.316 0.31 0.02 0.11 0.089
H 0.262 -3.025 -3.482 -0.37 -0.71 0.04 0.019
C 0.838 -4.333 1.831 -0.11 0.09 -0.04 -0.099
H 1.697 -3.669 1.991 -0.17 -0.05 -0.16 0.075
H 0.551 -4.742 2.807 -0.01 0.01 -0.04 0.086
H 1.173 -5.176 1.214 -0.13 0.28 0.13 0.060
C -0.694 -2.373 2.132 0.06 -0.20 -0.09 -0.152
H 0.186 -1.735 2.322 -0.14 -0.26 -0.16 0.015
H -1.537 -1.774 1.743 0.12 -0.15 -0.05 0.061
H -1.012 -2.748 3.120 0.04 0.13 -0.26 0.098
C -1.599 -4.460 1.100 -0.22 -0.31 0.82 -0.114
H -1.400 -5.379 0.535 -0.06 0.36 0.22 0.055
H -1.920 -4.760 2.111 -0.22 -0.11 -0.18 0.080
H -2.431 -3.921 0.622 0.24 -0.13 0.10 0.083
C -1.810 4.386 2.202 -0.17 0.16 -0.03 -0.090
H -2.601 4.943 2.721 0.18 -0.09 0.10 0.097
H -1.603 3.472 2.775 -0.02 0.24 -0.16 0.039
H -0.905 5.008 2.202 -0.27 -0.17 0.01 0.069
C -3.490 3.085 0.870 0.07 0.10 -0.04 -0.079
H -3.875 2.803 -0.116 0.07 -0.01 0.18 0.080
H -3.221 2.173 1.419 -0.09 0.18 -0.23 0.042
H -4.305 3.575 1.416 0.07 -0.10 -0.04 0.101
C -2.758 5.358 0.085 -0.33 0.29 0.33 -0.087
H -3.632 5.743 0.629 0.08 0.07 -0.19 0.094
H -1.989 6.137 0.112 -0.23 -0.23 0.05 0.065
H -3.059 5.207 -0.957 0.04 -0.01 0.21 0.078
C 1.097 4.004 -2.047 0.08 -0.02 0.02 -0.095
H 0.440 4.577 -2.718 0.19 -0.18 0.23 0.090
H 2.122 4.397 -2.172 -0.35 -0.12 0.06 0.102
H 1.106 2.954 -2.374 -0.03 0.28 0.11 0.055
C 1.805 3.549 0.322 -0.11 0.08 -0.06 -0.121
H 2.060 2.510 0.032 -0.13 0.37 0.01 0.060
H 2.721 4.147 0.195 -0.21 -0.22 0.08 0.095
H 1.541 3.560 1.394 0.03 0.05 -0.33 0.076
C 0.527 5.647 -0.261 0.47 0.23 -0.06 -0.099
H -0.231 6.111 -0.902 0.20 -0.12 0.13 0.079
H 0.277 5.835 0.790 0.05 0.00 -0.27 0.068
H 1.486 6.146 -0.469 -0.23 -0.01 0.09 0.096
Sr 0.069 0.452 0.745 -0.22 -0.68 -1.26 1.139
C -1.713 0.971 2.961 -1.86 -0.16 3.42 0.002
O -2.295 1.002 3.954 1.78 -0.05 -3.11 0.101
N 1.253 -0.554 -1.134 0.07 -0.91 -4.03 -0.104
C 1.100 -1.061 -2.229 1.52 3.10 2.70 -0.232
C 1.902 -0.863 -3.571 -0.58 -0.46 0.84 -0.552
C 1.558 -1.738 -4.762 0.56 0.14 -0.40 -0.060
C 1.678 0.593 -3.936 -0.20 0.63 0.14 -0.058
C 3.358 -1.079 -3.160 0.49 0.08 0.42 -0.051
H 1.799 -2.786 -4.585 -0.13 0.17 -0.10 0.070
H 0.522 -1.606 -5.071 -0.04 -0.19 0.00 0.098
H 2.203 -1.412 -5.594 -0.25 -0.02 0.19 0.100
H 1.986 1.246 -3.108 0.02 -0.24 -0.28 0.066
H 2.262 0.845 -4.827 -0.12 -0.01 0.07 0.096
H 0.615 0.785 -4.131 0.18 -0.01 -0.08 0.094
H 4.021 -0.752 -3.971 -0.13 -0.04 0.16 0.098
H 3.578 -0.519 -2.232 -0.02 -0.14 -0.59 0.092
H 3.570 -2.133 -2.945 0.05 0.37 -0.26 0.067
N 1.771 0.162 2.559 0.53 -0.06 3.31 0.062
C 1.855 0.100 3.730 -0.21 0.33 -3.03 -0.114
C 1.893 0.061 5.147 0.30 -0.22 1.07 -0.224
C 1.028 0.884 5.885 -0.11 -0.01 0.18 -0.023
C 1.023 0.812 7.281 0.20 -0.16 -0.43 -0.050
C 1.888 -0.075 7.933 -0.14 0.14 0.00 -0.048
C 2.768 -0.876 7.204 0.05 -0.03 -0.35 -0.051
C 2.782 -0.810 5.808 -0.20 0.07 0.11 -0.007
H 0.359 1.568 5.356 0.22 -0.22 0.26 0.111
H 0.340 1.445 7.844 0.19 -0.17 -0.08 0.115
H 1.872 -0.136 9.027 0.03 0.02 -0.46 0.120
H 3.448 -1.565 7.712 -0.28 0.30 -0.17 0.120
H 3.459 -1.427 5.218 -0.18 0.13 0.22 0.127

Computed HOMO level, in the same sequence as the records: -8.9149; -8.2355 eV.